1.
C3H7N2O2 | ωB97M-V with the def2-TZVPD basis set

Each atom is followed by the atoms it is bonded to, with distances in Å.
Cartesian coordinates (Å):
1 O 1.027 -1.848 -0.510  N3 1.461, H14 0.965
2 O -3.105 1.562 -1.039  N4 1.308
3 N 1.115 -0.507 0.063  O1 1.461, C5 1.489, C6 1.447
4 N -1.890 1.177 -1.332  O2 1.308, C7 1.295
5 C 0.347 0.531 -0.677  N3 1.489, C7 1.503, H10 1.105, H13 1.095
6 C 0.719 -0.645 1.448  N3 1.447, H8 1.090, H11 1.091, H12 1.096
7 C -1.095 0.825 -0.371  N4 1.295, C5 1.503, H9 1.102
8 H 0.983 0.276 1.966  C6 1.090
9 H -1.381 0.899 0.690  C7 1.102
10 H 0.960 1.428 -0.476  C5 1.105
11 H 1.276 -1.481 1.876  C6 1.091
12 H -0.354 -0.830 1.566  C6 1.096
13 H 0.438 0.307 -1.745  C5 1.095
14 H 0.961 -1.695 -1.461  O1 0.965

Orbital gap ... 6.19 eV
Charge ... -1
E ... -378.37845 a.u.
SMILES string ... CN(O)C/C=N/[O-]

In the natural (NBO) picture, each atom carries the following charge in e: number 1, O, carries -0.6241; number 2, O, carries -0.6920; number 3, N, carries -0.1736; number 4, N, carries -0.0979; number 5, C, carries -0.2762; number 6, C, carries -0.4321; number 7, C, carries -0.2295; number 8, H, carries 0.1956; number 9, H, carries 0.1280; number 10, H, carries 0.1749; number 11, H, carries 0.1924; number 12, H, carries 0.1824; number 13, H, carries 0.1942; number 14, H, carries 0.4581



2.
C4H11N2 | ωB97M-V with the def2-TZVPD basis set

Each atom is followed by the atoms it is bonded to, with distances in Å.
Cartesian coordinates (Å):
1 N 1.917 -0.647 -1.619  C4 1.432, H7 1.019, H11 1.020
2 N -0.470 0.493 -1.263  C5 1.473, H8 1.023, H10 1.027, H17 1.022
3 C -0.752 -0.436 1.101  C5 1.506, C6 1.532, H14 1.095, H16 1.085
4 C 1.226 -0.889 -0.387  N1 1.432, C5 1.322, H13 1.084
5 C 0.012 -0.403 -0.197  N2 1.473, C3 1.506, C4 1.322
6 C -1.209 0.917 1.655  C3 1.532, H9 1.086, H12 1.087, H15 1.089
7 H 2.370 -1.501 -1.941  N1 1.019
8 H 0.308 0.835 -1.834  N2 1.023
9 H -1.243 1.729 0.935  C6 1.086
10 H -0.896 1.334 -0.858  N2 1.027
11 H 2.732 -0.074 -1.401  N1 1.020
12 H -2.205 0.824 2.082  C6 1.087
13 H 1.672 -1.554 0.344  C4 1.084
14 H -1.598 -1.120 0.978  C3 1.095
15 H -0.552 1.295 2.437  C6 1.089
16 H -0.087 -0.915 1.812  C3 1.085
17 H -1.221 0.112 -1.842  N2 1.022

Orbital gap ... 10.93 eV
Charge ... +1
E ... -268.25130 a.u.
SMILES string ... CC/C([NH3+])=C/N

In the natural (NBO) picture, each atom carries the following charge in e: number 1, N, carries -0.8795; number 2, N, carries -0.6943; number 3, C, carries -0.4532; number 4, C, carries 0.0179; number 5, C, carries 0.1084; number 6, C, carries -0.6137; number 7, H, carries 0.3999; number 8, H, carries 0.4705; number 9, H, carries 0.1769; number 10, H, carries 0.4370; number 11, H, carries 0.3896; number 12, H, carries 0.2459; number 13, H, carries 0.2191; number 14, H, carries 0.2354; number 15, H, carries 0.2423; number 16, H, carries 0.2526; number 17, H, carries 0.4451



3.
C5H8S | ωB97M-V with the def2-TZVPD basis set

Each atom is followed by the atoms it is bonded to, with distances in Å.
Cartesian coordinates (Å):
1 S -0.578 -1.513 1.237  C2 1.641
2 C -0.010 -0.698 -0.069  S1 1.641, C4 1.491, C5 1.521
3 C 0.008 2.194 -0.071  C6 1.527, H8 1.152, H12 1.142, H13 1.068
4 C -0.663 0.030 -1.195  C2 1.491, C6 1.597, H7 1.113, H14 1.096
5 C 1.320 0.032 -0.181  C2 1.521, C6 1.573, H9 1.102, H10 1.082
6 C 0.511 1.097 -1.007  C3 1.527, C4 1.597, C5 1.573, H11 1.088
7 H -1.716 0.351 -1.030  C4 1.113
8 H 0.965 2.748 0.254  C3 1.152
9 H 1.745 0.295 0.801  C5 1.102
10 H 2.051 -0.548 -0.729  C5 1.082
11 H 1.024 1.396 -1.919  C6 1.088
12 H -0.680 2.832 -0.721  C3 1.142
13 H -0.543 1.829 0.768  C3 1.068
14 H -0.598 -0.624 -2.072  C4 1.096

Orbital gap ... 8.44 eV
Charge ... 0
E ... -593.44211 a.u.
SMILES string ... CC1CC(=S)C1

In the natural (NBO) picture, each atom carries the following charge in e: number 1, S, carries 0.0162; number 2, C, carries -0.0062; number 3, C, carries -0.6143; number 4, C, carries -0.5039; number 5, C, carries -0.4995; number 6, C, carries -0.1944; number 7, H, carries 0.2324; number 8, H, carries 0.2153; number 9, H, carries 0.2306; number 10, H, carries 0.2325; number 11, H, carries 0.2177; number 12, H, carries 0.2147; number 13, H, carries 0.2195; number 14, H, carries 0.2394



4.
C40H35N7O10 | ωB97M-V with the def2-TZVPD basis set

Each atom is followed by the atoms it is bonded to, with distances in Å.
Cartesian coordinates (Å):
1 O -7.032 -1.755 0.507  N14 1.236
2 O -3.978 1.785 0.613  N15 1.240
3 O 0.313 -2.854 -1.355  N12 1.214
4 O 4.474 3.733 0.864  N17 1.186
5 O -0.858 -1.132 -1.870  N12 1.216
6 O -3.597 -1.092 2.590  N16 1.212
7 O -2.290 2.308 1.795  N15 1.225
8 O 6.249 2.641 1.327  N17 1.230
9 O -1.658 -1.707 1.878  N16 1.204
10 O -6.935 -3.575 -0.619  N14 1.224
11 N 4.948 -0.342 -2.799  C46 1.326, C53 1.307
12 N -0.010 -1.694 -1.204  O3 1.214, O5 1.216, C41 1.454
13 N -0.041 -2.895 -5.077  C49 1.358, C51 1.342
14 N -6.524 -2.447 -0.381  O1 1.236, O10 1.224, C26 1.495
15 N -3.460 1.952 1.727  O2 1.240, O7 1.225, C45 1.520
16 N -2.849 -1.838 1.996  O6 1.212, O9 1.204, C47 1.503
17 N 5.589 3.677 1.263  O4 1.186, O8 1.230, C32 1.471
18 C -4.817 -2.707 -2.195  C20 1.415, C26 1.377, H81 1.100
19 C -3.609 -0.795 -2.836  C20 1.369, C50 1.383, H59 1.073
20 C -3.728 -2.156 -2.910  C18 1.415, C19 1.369, H87 1.076
21 C 1.869 -1.629 0.339  C23 1.361, C41 1.400, H86 1.089
22 C 8.113 6.073 2.534  C30 1.404, C37 1.393, H91 1.091
23 C 2.609 -1.007 1.297  C21 1.361, C54 1.440, H62 1.083
24 C 7.139 -1.247 -2.313  C39 1.414, C46 1.398, H69 1.087
25 C -5.082 -4.812 1.600  C34 1.367, C35 1.400, H63 1.132
26 C -5.508 -1.891 -1.328  N14 1.495, C18 1.377, C57 1.395
27 C 6.151 7.317 1.740  C37 1.378, C55 1.350, H73 1.102
28 C -3.316 -4.976 0.021  C34 1.364, C52 1.393, H71 1.083
29 C -3.790 2.166 4.170  C45 1.365, C48 1.375, H66 1.091
30 C 7.493 4.847 2.248  C22 1.404, C32 1.395, H78 1.062
31 C 0.222 -0.433 -4.817  C44 1.346, C49 1.421, H60 1.088
32 C 6.242 4.941 1.636  N17 1.471, C30 1.395, C55 1.412
33 C 2.101 -1.870 -4.708  C44 1.377, C51 1.375, H64 1.084
34 C -4.479 -5.452 0.553  C25 1.367, C28 1.364, H76 1.089
35 C -4.603 -3.580 2.059  C25 1.400, C47 1.381, H82 1.062
36 C -5.935 1.998 5.051  C43 1.386, C48 1.388, H88 1.126
37 C 7.424 7.252 2.261  C22 1.393, C27 1.378, H75 1.142
38 C 6.048 0.174 -0.734  C39 1.407, C53 1.374, H85 1.090
39 C 7.208 -0.536 -1.093  C24 1.414, C38 1.407, H77 1.089
40 C 1.196 0.952 1.142  C42 1.421, C54 1.382, H72 1.058
41 C 0.836 -0.933 -0.299  N12 1.454, C21 1.400, C42 1.367
42 C 0.443 0.306 0.125  C40 1.421, C41 1.367, H74 1.087
43 C -6.408 1.556 3.825  C36 1.386, C56 1.337, H80 1.094
44 C 1.536 -0.621 -4.595  C31 1.346, C33 1.377, H83 1.063
45 C -4.326 1.805 2.968  N15 1.520, C29 1.365, C56 1.343
46 C 5.998 -1.091 -3.106  N11 1.326, C24 1.398, H58 1.077
47 C -3.424 -3.133 1.496  N16 1.503, C35 1.381, C52 1.361
48 C -4.613 2.374 5.252  C29 1.375, C36 1.388, H90 1.109
49 C -0.525 -1.629 -4.994  N13 1.358, C31 1.421, H70 1.101
50 C -4.252 0.051 -1.950  C19 1.383, C57 1.414, H84 1.109
51 C 1.296 -2.951 -4.981  N13 1.342, C33 1.375, H68 1.115
52 C -2.763 -3.794 0.507  C28 1.393, C47 1.361, H92 1.070
53 C 5.011 0.243 -1.632  N11 1.307, C38 1.374, H67 1.051
54 C 2.333 0.359 1.657  C23 1.440, C40 1.382, H79 1.086
55 C 5.564 6.154 1.386  C27 1.350, C32 1.412, H61 1.118
56 C -5.596 1.414 2.773  C43 1.337, C45 1.343, H89 1.047
57 C -5.246 -0.535 -1.132  C26 1.395, C50 1.414, H65 1.089
58 H 5.848 -1.601 -4.042  C46 1.077
59 H -2.918 -0.235 -3.437  C19 1.073
60 H -0.215 0.533 -4.574  C31 1.088
61 H 4.534 5.957 0.996  C55 1.118
62 H 3.462 -1.515 1.731  C23 1.083
63 H -6.077 -5.080 2.067  C25 1.132
64 H 3.164 -2.050 -4.597  C33 1.084
65 H -5.703 0.009 -0.307  C57 1.089
66 H -2.737 2.452 4.173  C29 1.091
67 H 4.199 0.851 -1.357  C53 1.051
68 H 1.729 -3.973 -4.865  C51 1.115
69 H 7.950 -1.815 -2.761  C24 1.087
70 H -1.618 -1.534 -5.083  C49 1.101
71 H -2.915 -5.493 -0.841  C28 1.083
72 H 0.906 1.949 1.346  C40 1.058
73 H 5.621 8.274 1.610  C27 1.102
74 H -0.402 0.806 -0.342  C42 1.087
75 H 8.071 8.182 2.411  C37 1.142
76 H -4.969 -6.358 0.199  C34 1.089
77 H 8.042 -0.674 -0.407  C39 1.089
78 H 7.918 3.873 2.263  C30 1.062
79 H 2.947 0.911 2.364  C54 1.086
80 H -7.390 1.079 3.759  C43 1.094
81 H -4.993 -3.792 -2.240  C18 1.100
82 H -5.172 -3.095 2.813  C35 1.062
83 H 2.187 0.195 -4.397  C44 1.063
84 H -3.953 1.118 -1.993  C50 1.109
85 H 5.984 0.758 0.184  C38 1.090
86 H 2.175 -2.527 -0.198  C21 1.089
87 H -3.103 -2.753 -3.552  C20 1.076
88 H -6.704 2.036 5.873  C36 1.126
89 H -6.025 1.067 1.882  C56 1.047
90 H -4.185 2.691 6.224  C48 1.109
91 H 9.135 6.193 2.897  C22 1.091
92 H -1.949 -3.408 -0.070  C52 1.070

Orbital gap ... 8.40 eV
Charge ... 0
E ... -2680.39998 a.u.
SMILES string ... O=[N+]([O-])c1ccccc1.O=[N+]([O-])c1ccccc1.O=[N+]([O-])c1ccccc1.O=[N+]([O-])c1ccccc1.O=[N+]([O-])c1ccccc1.c1ccncc1.c1ccncc1

In the Mulliken picture, each atom carries the following charge in e: number 1, O, carries -0.6336; number 2, O, carries -0.5957; number 3, O, carries -0.6830; number 4, O, carries -0.6288; number 5, O, carries -0.3728; number 6, O, carries -0.6141; number 7, O, carries -0.6238; number 8, O, carries -0.6344; number 9, O, carries -0.6409; number 10, O, carries -0.6087; number 11, N, carries -0.3229; number 12, N, carries 1.1961; number 13, N, carries -0.6195; number 14, N, carries 1.1515; number 15, N, carries 1.1327; number 16, N, carries 1.2055; number 17, N, carries 1.0512; number 18, C, carries -0.4705; number 19, C, carries -0.0999; number 20, C, carries -0.2577; number 21, C, carries -0.4692; number 22, C, carries -0.4888; number 23, C, carries -0.7265; number 24, C, carries -0.4175; number 25, C, carries -0.5902; number 26, C, carries -0.0641; number 27, C, carries -0.5527; number 28, C, carries -0.7535; number 29, C, carries -0.6026; number 30, C, carries -0.3599; number 31, C, carries -0.6237; number 32, C, carries 0.1414; number 33, C, carries -0.1750; number 34, C, carries -0.3568; number 35, C, carries -0.4447; number 36, C, carries -0.2974; number 37, C, carries -0.1972; number 38, C, carries -0.1587; number 39, C, carries -0.5094; number 40, C, carries -0.8243; number 41, C, carries 0.0036; number 42, C, carries 0.1363; number 43, C, carries -0.5718; number 44, C, carries -0.0678; number 45, C, carries 0.3485; number 46, C, carries -0.3072; number 47, C, carries 0.2082; number 48, C, carries -0.5868; number 49, C, carries -0.0391; number 50, C, carries -0.7034; number 51, C, carries -0.3363; number 52, C, carries -0.1031; number 53, C, carries -0.3193; number 54, C, carries -0.6318; number 55, C, carries -0.1940; number 56, C, carries -0.0339; number 57, C, carries -0.0693; number 58, H, carries 0.3843; number 59, H, carries 0.1548; number 60, H, carries 0.3414; number 61, H, carries 0.3948; number 62, H, carries 0.4430; number 63, H, carries 0.2599; number 64, H, carries 0.2428; number 65, H, carries 0.3150; number 66, H, carries 0.4506; number 67, H, carries 0.6008; number 68, H, carries 0.3374; number 69, H, carries 0.3554; number 70, H, carries 0.4880; number 71, H, carries 0.4611; number 72, H, carries 0.5345; number 73, H, carries 0.3566; number 74, H, carries 0.5164; number 75, H, carries 0.2518; number 76, H, carries 0.3586; number 77, H, carries 0.3900; number 78, H, carries 0.4919; number 79, H, carries 0.4458; number 80, H, carries 0.3603; number 81, H, carries 0.4902; number 82, H, carries 0.5246; number 83, H, carries 0.4489; number 84, H, carries 0.3636; number 85, H, carries 0.3348; number 86, H, carries 0.4880; number 87, H, carries 0.4183; number 88, H, carries 0.3042; number 89, H, carries 0.3306; number 90, H, carries 0.3581; number 91, H, carries 0.3531; number 92, H, carries 0.4576